(1)
Entry from OMol25: a cluster of 2 separate species, C4H5ClN2O in total in a non-equilibrium geometry (wB97M-V/def2-TZVPD).

XYZ file:
```
13
Properties=species:S:1:pos:R:3:forces:R:3
C -1.4184 0.5879 -0.9967 0.897 0.174 0.692
C -0.0163 1.0358 -0.8385 -3.502 0.331 -2.357
N 0.3712 0.8239 0.3511 1.342 0.766 2.438
N -0.6713 0.3630 1.0738 0.097 0.049 -0.692
C -1.7566 0.1945 0.2902 -0.694 -1.661 -1.516
H -1.9841 0.4298 -1.9225 0.219 0.458 0.659
H 0.5196 1.6422 -1.5664 0.333 -0.650 0.224
H -0.4440 -0.2919 1.7924 0.081 -0.010 0.636
H -2.5824 -0.4803 0.6212 0.666 1.162 -0.206
O 1.1358 -1.7547 0.9985 -1.213 -1.157 1.197
C 1.8997 -1.0317 0.5032 0.336 -1.369 -1.858
Cl 2.4725 -1.2564 -1.1414 0.136 -0.330 -1.033
H 2.4744 -0.2621 0.8350 1.303 2.236 1.818
```
Positions in Å, forces in eV/Å.

Properties
- DFT total energy: -21777.6107 eV
- Net charge: 0
- SMILES: c1cn[nH]c1.O=CCl
- Energy relative to the best compared isomer or geometry (same formula, charge and spin): 1.827 eV
- HOMO energy: -9.52 eV
- Gap between HOMO and LUMO: 10.37 eV

=====

(2)
Entry from OMol25: a cluster of 2 separate species, C4H5ClN2O2S in total in a non-equilibrium geometry (wB97M-V/def2-TZVPD).

XYZ file:
```
15
Properties=species:S:1:pos:R:3:forces:R:3
C 2.1081 0.1898 -0.4089 2.080 -0.317 0.629
C 1.8691 0.5840 0.9468 -0.692 -0.380 0.308
C 1.1222 -0.6255 -0.7744 0.127 0.145 -3.021
C 0.6263 0.0831 1.2797 0.238 0.367 0.548
N 0.1937 -0.6614 0.1685 -1.857 -0.049 3.397
N -1.9445 1.3154 -1.2822 -1.608 -1.980 -0.430
O -1.6148 -2.1621 -0.7665 0.239 0.680 0.494
O -2.0184 -1.0368 1.4756 1.111 0.060 -1.330
S -1.4413 -1.0293 0.1286 -1.127 -0.478 -0.449
Cl -2.7103 2.3086 -0.2138 -0.105 0.894 0.750
H 3.0277 0.2118 -0.9985 -0.316 0.533 0.416
H 2.6063 1.0287 1.5985 -0.361 0.300 0.019
H 1.0267 -1.0285 -1.7520 -0.471 -0.637 -0.356
H -0.0551 0.1032 2.1621 1.096 0.146 -0.866
H -2.7956 0.7189 -1.5635 1.647 0.716 -0.107
```
Positions in Å, forces in eV/Å.

Properties
- DFT total energy: -34656.8275 eV
- Net charge: 0
- Energy relative to the best compared isomer or geometry (same formula, charge and spin): 4.097 eV
- HOMO energy (alpha / beta): -9.23 / -9.24 eV
- Gap between HOMO and LUMO (alpha / beta): 7.84 / 7.03 eV

=====

(3)
Entry from OMol25: a cluster of 2 separate species, C4H5ClN2O2S in total in a non-equilibrium geometry (wB97M-V/def2-TZVPD).

XYZ file:
```
15
Properties=species:S:1:pos:R:3:forces:R:3
C 0.1738 -2.4245 -0.5873 0.859 -1.196 2.082
C -0.2692 -1.5296 -1.2137 -0.688 1.401 -1.950
C 0.4007 0.1851 1.2689 0.025 -3.000 1.388
C -0.8143 -0.5838 -2.1803 1.981 -3.215 -1.635
N -0.5648 0.5790 1.9043 1.722 2.551 -1.964
N -1.5382 0.5283 2.6149 -1.826 -3.761 2.689
O 2.9661 0.9307 0.7963 0.436 -1.568 0.412
O 1.1233 1.5900 -0.5907 -1.033 0.614 -2.538
S 1.5894 1.2150 0.6715 2.064 1.698 -0.467
Cl 1.4038 2.7355 1.9315 -0.482 1.294 0.969
H 0.5398 -2.9907 0.2205 0.247 -0.631 0.104
H -0.6404 -1.0568 -3.2142 -0.351 0.831 1.367
H -1.8236 -0.5804 -1.9821 -2.395 0.947 0.089
H -0.2451 0.2826 -2.1073 0.332 1.984 -0.012
H -2.3015 1.1197 2.4677 -0.892 2.052 -0.535
```
Positions in Å, forces in eV/Å.

Properties
- DFT total energy: -34652.8001 eV
- Net charge: 0
- Multiplicity: 3
- HOMO energy (alpha / beta): -7.86 / -10.28 eV
- Gap between HOMO and LUMO (alpha / beta): 8.05 / 7.04 eV

=====

(4)
Entry from OMol25: a cluster of 2 separate species, C4H5ClN3O4 in total in a non-equilibrium geometry (wB97M-V/def2-TZVPD).

XYZ file:
```
17
Properties=species:S:1:pos:R:3:forces:R:3
C 0.5911 -0.8462 0.5377 1.258 -0.909 0.170
C -2.0893 -3.2148 -0.9582 2.887 -2.341 -0.029
C -0.2960 1.3972 0.0432 -4.326 1.301 0.325
C 0.6913 0.5091 0.6186 0.971 0.737 0.646
N -0.4575 -1.2972 -0.1112 -2.843 -2.516 -0.546
N -0.7068 -2.5641 -0.2197 2.144 2.886 0.451
N 2.2607 0.7266 -1.4897 -0.883 0.011 1.259
O -1.7859 -4.3148 -1.3240 0.325 -1.087 -0.345
O 3.2039 0.0136 -1.8422 -0.169 0.710 -0.444
O -2.9497 -2.4556 -0.8775 -3.637 3.234 0.166
O 1.9684 1.8038 -2.0335 0.800 -0.459 -0.521
Cl 1.8678 1.1796 1.7295 -0.372 -0.273 -0.551
H 1.3723 -1.5597 0.8422 -0.147 0.566 0.259
H -0.7951 2.3447 0.5782 1.414 -2.454 0.022
H 0.0166 1.9266 -0.8018 1.498 0.427 -1.642
H -1.1671 0.7627 -0.3642 1.334 0.951 0.830
H 0.1063 -3.1048 0.0824 -0.253 -0.784 -0.050
```
Positions in Å, forces in eV/Å.

Properties
- DFT total energy: -29408.4319 eV
- Net charge: -1
- Energy relative to the best compared isomer or geometry (same formula, charge and spin): 0.946 eV
- HOMO energy (alpha / beta): -3.98 / -4.00 eV
- Gap between HOMO and LUMO (alpha / beta): 5.83 / 5.87 eV

=====

(5)
Entry from OMol25: an isolated molecule of C4H5ClN6 in a non-equilibrium geometry (wB97M-V/def2-TZVPD).

XYZ file:
```
16
Properties=species:S:1:pos:R:3:forces:R:3
N -1.5989 1.2871 -1.7549 -1.035 3.548 -1.314
N -0.4653 1.6951 -1.0480 -2.313 0.727 1.618
N 0.7042 1.3113 -1.6030 3.545 -5.494 1.600
C 1.2525 -0.0472 -1.0725 -2.953 5.389 -1.202
Cl 2.8275 -0.3709 -1.4763 1.215 -0.434 -0.826
C 0.6733 -0.6894 0.0245 -1.654 2.562 -0.933
N 0.9929 -1.7842 0.7627 -1.673 0.906 2.407
C 0.2688 -1.6683 1.9578 -1.339 2.621 -1.241
N -0.5294 -0.5419 1.8780 0.664 -1.706 1.850
C -0.2896 0.1082 0.7353 1.913 -3.033 -0.982
N -0.7468 1.2838 0.2955 0.518 0.529 2.293
H -2.4794 1.6866 -1.3415 1.620 -0.612 -0.492
H -1.5951 0.3377 -1.7843 -0.509 -3.578 -0.170
H 1.7581 -2.3256 0.4804 0.980 -1.249 0.148
H 0.1903 -2.2534 2.9074 0.618 0.069 -1.594
H -0.9631 1.9711 1.0389 0.402 -0.244 -1.162
```
Positions in Å, forces in eV/Å.

Properties
- DFT total energy: -25686.9275 eV
- Net charge: 0
- SMILES: NN1N=C(Cl)c2[nH]cnc2N1
- Energy relative to the best compared isomer or geometry (same formula, charge and spin): 0.562 eV
- HOMO energy: -7.62 eV
- Gap between HOMO and LUMO: 7.30 eV

=====

(6)
Entry from OMol25: a structure of composition C4H5ClO in a non-equilibrium geometry (wB97M-V/def2-TZVPD).

XYZ file:
```
11
Properties=species:S:1:pos:R:3:forces:R:3
C -0.2968 -0.9221 0.2279 0.857 0.909 -2.673
C -0.9123 -2.0662 0.2584 0.389 0.704 -2.123
C 0.5165 0.2647 -0.1924 -0.744 -0.542 -0.137
C 0.0780 1.7655 0.0278 2.852 0.431 -0.650
O 0.4539 -0.3235 -1.4014 -1.588 -0.174 2.319
Cl 2.1999 -0.0706 0.5056 -0.042 0.724 0.311
H -1.1138 -2.6453 -0.6602 0.378 0.453 0.518
H -1.3386 -2.4270 1.1298 -0.621 -0.539 1.770
H 0.4804 2.0061 1.0848 -1.449 -0.039 -1.566
H -0.9680 2.1382 -0.3181 1.861 -1.179 0.958
H 0.9010 2.2802 -0.6622 -1.894 -0.749 1.272
```
Positions in Å, forces in eV/Å.

Properties
- DFT total energy: -18794.8243 eV
- Net charge: 0
- Energy relative to the best compared isomer or geometry (same formula, charge and spin): 3.375 eV
- HOMO energy: -10.14 eV
- Gap between HOMO and LUMO: 10.12 eV

=====

(7)
Entry from OMol25: an isolated molecule of C4H5ClO2 in a non-equilibrium geometry (wB97M-V/def2-TZVPD).

XYZ file:
```
12
Properties=species:S:1:pos:R:3:forces:R:3
O 2.0739 0.2622 0.4478 0.027 0.534 2.880
C 1.0799 0.4327 -0.4510 -3.385 -3.382 1.072
O 0.0971 1.2575 0.0839 -0.392 1.464 -0.012
C -1.0787 0.5732 0.4644 -3.327 1.945 -0.968
C -0.9725 -0.8154 -0.0035 -0.135 -0.520 -1.220
C 0.2115 -0.8889 -0.6303 -0.276 0.209 1.176
Cl 0.8816 -2.2983 -1.2818 0.330 -0.421 -0.555
H 1.5654 0.4179 1.3244 1.664 -0.534 -1.773
H 1.4372 0.6870 -1.3826 0.980 1.249 -1.955
H -2.0744 1.0791 0.0330 2.140 -0.766 -0.141
H -1.3547 0.8075 1.4786 0.722 -0.604 1.037
H -1.8663 -1.5146 -0.0830 1.651 0.828 0.460
```
Positions in Å, forces in eV/Å.

Properties
- DFT total energy: -20844.5959 eV
- Net charge: 0
- SMILES: O[C@@H]1OCC=C1Cl
- Energy relative to the best compared isomer or geometry (same formula, charge and spin): 0.779 eV
- HOMO energy: -9.33 eV
- Gap between HOMO and LUMO: 10.15 eV

=====

(8)
Entry from OMol25: a cluster of 2 separate species, C4H5ClO2 in total in a non-equilibrium geometry (wB97M-V/def2-TZVPD).

XYZ file:
```
12
Properties=species:S:1:pos:R:3:forces:R:3
O -1.9888 -1.3741 -0.7358 -0.567 -0.746 0.101
C -1.9099 -0.4308 0.1307 0.201 0.933 -0.518
C -1.7315 0.6503 0.6528 -0.483 -0.728 0.738
Cl -1.5988 1.7263 1.9005 0.101 0.257 -0.008
H -1.1981 -1.3625 -1.3205 0.224 0.238 0.102
C 1.6138 -0.0498 0.3812 -0.015 -0.400 0.017
C 0.6110 0.2985 -0.6602 0.394 0.401 -0.272
O 0.2608 -0.4557 -1.5428 0.168 -0.083 -0.237
H 1.3072 0.2977 1.3635 -0.052 0.094 0.096
H 2.5364 0.4652 0.1119 0.106 0.087 0.047
H 1.7961 -1.1231 0.3875 0.005 0.020 0.050
H 0.3017 1.3580 -0.6690 -0.084 -0.072 -0.116
```
Positions in Å, forces in eV/Å.

Properties
- DFT total energy: -20843.1997 eV
- Net charge: 0
- SMILES: OC#CCl.CC=O
- Energy relative to the best compared isomer or geometry (same formula, charge and spin): 2.176 eV
- HOMO energy: -9.23 eV
- Gap between HOMO and LUMO: 9.90 eV

=====

(9)
Entry from OMol25: an isolated molecule of C4H5ClO2S in a non-equilibrium geometry (wB97M-V/def2-TZVPD).

XYZ file:
```
13
Properties=species:S:1:pos:R:3:forces:R:3
O -1.5812 1.4623 -1.2186 0.605 0.207 0.782
C -0.9148 1.7714 -0.2478 -0.451 -1.053 -0.548
C 0.0502 0.8118 0.4268 -1.130 0.579 -0.119
O 0.7033 1.3253 1.5151 -0.395 0.311 0.483
C -0.2443 -0.6690 0.5335 -0.352 -0.521 0.224
S -1.7824 -1.5346 0.2503 -0.051 -0.212 0.324
C 0.6389 -0.1737 -0.5380 1.171 -0.551 1.649
Cl 2.3223 -0.6219 -0.4792 0.373 0.214 -0.019
H -0.9915 2.7696 0.1869 0.122 0.273 0.267
H 1.6095 1.4597 1.2914 1.232 0.262 -0.175
H 0.2883 -1.0791 1.4301 -0.562 0.377 -1.027
H -2.3005 -0.7423 -0.6878 0.105 0.240 -0.154
H 0.2773 -0.0262 -1.4984 -0.667 -0.127 -1.686
```
Positions in Å, forces in eV/Å.

Properties
- DFT total energy: -31680.0968 eV
- Net charge: 0
- SMILES: O=C[C@@]1(O)[C@@H](S)[C@@H]1Cl
- Energy relative to the best compared isomer or geometry (same formula, charge and spin): 1.623 eV
- HOMO energy: -9.11 eV
- Gap between HOMO and LUMO: 9.51 eV

=====

(10)
Entry from OMol25: an isolated molecule of C4H5ClOS in a non-equilibrium geometry (wB97M-V/def2-TZVPD).

XYZ file:
```
12
Properties=species:S:1:pos:R:3:forces:R:3
C 0.0172 -1.0911 -0.0899 0.748 1.000 -0.305
C -0.2396 0.3988 -0.3859 -0.557 0.512 1.193
C 2.2536 0.1219 0.4426 -0.072 1.069 0.768
C -1.5754 0.7758 0.2154 1.434 -0.229 -1.803
O 0.4126 1.1213 -1.0958 -0.645 -0.830 0.035
S 1.7666 -1.3945 0.0130 1.736 -0.838 -1.038
Cl 3.8952 0.6375 0.4159 -0.440 -1.037 -0.054
H -0.5052 -1.5105 -0.9330 0.421 -0.942 -0.621
H -0.3971 -1.5466 0.7862 -0.718 0.456 0.625
H -1.7302 0.3714 1.1857 -0.324 0.054 0.711
H -1.7215 1.7892 -0.0128 -0.281 1.690 0.699
H -2.1763 0.3266 -0.5415 -1.304 -0.907 -0.210
```
Positions in Å, forces in eV/Å.

Properties
- DFT total energy: -29630.6824 eV
- Net charge: 0
- Energy relative to the best compared isomer or geometry (same formula, charge and spin): 3.026 eV
- HOMO energy: -8.07 eV
- Gap between HOMO and LUMO: 8.05 eV